Formula: C36H36BrInN8O2S2
Source: OMol25
Level of theory: ωB97M-V/def2-TZVPD

Geometry as XYZ:
```
86
Properties=species:S:1:pos:R:3:forces:R:3:mulliken_charge:R:1
In -0.040103 -0.808090 -1.064394 -0.351 0.372 0.111 1.060
C -4.244897 2.722177 0.840727 -0.034 -0.021 -0.018 -0.673
C -2.984386 2.396280 1.320330 -0.001 -0.008 0.102 -0.719
C -2.047472 1.819967 0.477663 0.140 0.054 -0.170 -0.302
C -2.350402 1.571056 -0.861716 -0.153 0.346 0.323 -0.518
C -3.627287 1.884574 -1.335083 0.159 -0.170 0.012 0.196
C -4.560550 2.458664 -0.485815 -0.025 0.036 0.022 -0.839
N -1.372124 0.967051 -1.674390 0.539 -1.155 0.046 0.077
C -1.015218 1.445419 -2.863988 -0.030 -0.054 -0.077 0.174
C -1.381328 2.739155 -3.356771 -0.128 0.009 0.103 -0.328
C -0.960909 3.184226 -4.574050 0.001 -0.077 0.066 -0.848
C -0.137587 2.393232 -5.421519 0.067 0.050 -0.067 -0.909
C 0.253148 1.165699 -5.002331 0.044 -0.136 0.102 -0.449
C -0.146235 0.675415 -3.724606 -0.164 0.664 -0.445 0.866
N 0.209776 -0.538566 -3.281909 0.174 -0.704 0.512 1.118
N 0.807360 -1.383147 -4.001467 -0.091 0.716 -0.616 -1.408
C 0.942178 -2.645550 -3.441298 -0.048 -0.770 0.322 0.072
C 1.549368 -3.630589 -4.220485 -0.066 0.147 0.058 -0.572
C 1.623312 -4.914448 -3.719377 0.004 0.024 0.065 -0.520
C 1.112121 -5.179002 -2.451104 -0.009 -0.043 -0.024 -1.077
C 0.544168 -4.143551 -1.737148 0.032 -0.083 0.072 -0.360
N 0.447799 -2.904961 -2.225048 0.031 0.624 -0.010 0.298
H -4.980006 3.177646 1.489819 0.021 0.004 0.020 0.448
H -2.718449 2.602143 2.350106 -0.033 -0.001 0.005 0.556
H -1.047795 1.591142 0.837688 -0.014 0.067 -0.001 0.352
H -3.897124 1.651024 -2.357432 0.043 0.055 -0.054 0.564
H -5.542447 2.708578 -0.865832 -0.005 -0.031 0.002 0.431
H -1.991685 3.366537 -2.724895 -0.041 0.052 -0.016 0.502
H -1.255904 4.172961 -4.902314 -0.002 0.005 0.016 0.470
H 0.183092 2.780257 -6.378209 -0.033 -0.019 -0.010 0.441
H 0.889294 0.527585 -5.599659 0.000 0.038 -0.050 0.505
H 1.928797 -3.363268 -5.196272 -0.016 0.002 -0.008 0.589
H 2.070657 -5.706563 -4.304357 0.019 0.009 -0.003 0.465
H 1.155327 -6.172960 -2.029313 -0.022 0.017 0.030 0.484
H 0.155249 -4.304786 -0.737935 0.042 0.012 0.010 0.668
C 3.202987 -2.301601 -0.944277 0.114 -0.028 -0.167 -1.317
O 2.036273 -2.174180 -0.123097 -0.226 0.074 0.190 0.603
C 2.239688 -2.303342 1.234798 0.018 0.044 0.100 -0.032
C 3.294545 -3.010061 1.785094 0.043 -0.044 -0.014 -0.334
C 3.480130 -2.992618 3.160956 0.150 -0.065 0.074 -0.553
Br 4.926073 -3.961748 3.895436 -0.126 0.088 -0.059 -0.156
C 2.647754 -2.266298 3.989064 -0.050 -0.047 -0.020 -0.742
C 1.560053 -1.593738 3.440589 -0.051 -0.089 -0.222 0.572
C 1.344261 -1.643502 2.065040 0.133 -0.066 0.205 0.077
O 0.281331 -0.976654 1.476157 -0.023 0.140 -0.005 0.462
C 0.726373 -0.727456 4.284695 -0.200 0.200 0.226 -0.036
N 1.202398 0.115604 5.143113 0.269 -0.063 -0.073 -0.723
C 0.111047 0.797191 5.658807 -0.385 -0.132 -0.089 0.587
C 0.061959 1.801411 6.622184 0.026 -0.019 -0.011 -0.826
C -1.179720 2.301654 6.958640 0.073 0.068 0.075 -0.495
C -2.352446 1.820412 6.362150 -0.049 -0.073 -0.058 -0.636
C -2.322068 0.821764 5.406172 -0.108 -0.046 -0.040 -0.783
C -1.070992 0.327733 5.064003 0.264 0.194 0.209 0.439
N -0.658700 -0.629368 4.142938 0.020 -0.036 -0.232 -0.044
H 4.055693 -1.808193 -0.479383 -0.047 0.024 0.034 0.579
H 2.983708 -1.815332 -1.892430 -0.007 0.028 0.034 0.309
H 3.434231 -3.351771 -1.128898 -0.027 -0.001 0.047 0.297
H 3.983171 -3.568042 1.167158 -0.015 0.038 -0.037 0.587
H 2.821319 -2.214877 5.054229 0.000 0.021 -0.001 0.622
H -0.048601 -0.326712 2.127254 -0.119 -0.047 -0.140 -0.125
H 0.971602 2.153856 7.088699 -0.021 0.032 0.009 0.472
H -1.258556 3.075609 7.710220 0.019 0.000 -0.012 0.411
H -3.305493 2.233793 6.663659 0.005 -0.009 0.013 0.412
H -3.233704 0.434348 4.967524 0.008 0.036 -0.006 0.448
H -1.249294 -1.380466 3.820890 0.067 -0.069 0.042 0.238
C -3.297121 -1.276213 0.521601 0.008 -0.126 0.039 -0.818
S -1.921119 -2.369600 0.079083 0.084 0.236 -0.329 0.306
C -2.710535 -3.278034 -1.275729 0.090 0.012 -0.050 -1.090
H -3.717560 -0.819538 -0.370948 0.032 0.043 0.027 0.291
H -2.933959 -0.501973 1.190335 0.014 0.014 0.024 0.057
H -4.041555 -1.886683 1.029056 -0.004 -0.006 -0.019 0.590
H -3.752960 -3.442314 -1.012515 0.005 0.016 0.043 0.520
H -2.217726 -4.241574 -1.373150 0.007 0.024 -0.032 0.403
H -2.642130 -2.725551 -2.209922 -0.053 -0.002 -0.013 0.276
S 1.732823 0.929912 -0.097318 -0.085 -0.660 0.140 -0.271
C 2.189747 2.336077 -0.942649 -0.207 0.158 -0.493 0.456
N 3.104957 3.163258 -0.456186 0.069 0.126 0.008 -0.185
C 3.336215 4.321496 -1.324547 0.066 0.081 0.036 -0.543
C 2.355286 4.063450 -2.486749 0.009 0.022 -0.021 -0.571
N 1.738922 2.787829 -2.105981 0.186 0.124 0.056 0.057
H 3.574912 3.021258 0.421209 -0.030 -0.108 0.024 0.193
H 4.373174 4.348859 -1.655083 -0.019 -0.036 -0.014 0.320
H 3.122336 5.246933 -0.792478 -0.038 -0.021 -0.011 0.326
H 2.867807 3.969551 -3.442447 -0.017 -0.012 0.003 0.332
H 1.598997 4.842496 -2.570052 -0.012 -0.019 0.009 0.342
H 0.984740 2.367646 -2.624498 0.089 -0.051 0.072 -0.115
```
Positions in Å, forces in eV/Å.

Summary:
charge	+2
energy above the lowest of the compared OMol25 structures with the same formula, charge and spin	39.8	kcal per mole
gap between HOMO and LUMO (spin up / spin down)	5.77 / 5.77	eV
electronic energy	-150806.8388	eV



Formula: C36H36F11N4O6PS3W
Source: OMol25
Level of theory: ωB97M-V/def2-TZVPD

Geometry as XYZ:
```
98
Properties=species:S:1:pos:R:3:forces:R:3:mulliken_charge:R:1
W 0.212503 0.009898 -0.006002 -0.176 0.104 -1.615 1.054
F -6.176538 4.323142 0.368577 0.138 -0.049 0.001 -0.336
C -4.920602 3.852260 0.440732 -0.045 -0.040 -0.023 0.531
C -4.643330 2.531304 0.134758 -0.019 0.023 0.019 -0.498
F -5.636782 1.712522 -0.239592 0.055 0.064 0.028 -0.311
C -3.345185 2.054963 0.217986 -0.122 -0.228 -0.077 -0.987
F -3.143142 0.771752 -0.101589 0.047 0.511 0.448 0.676
C -2.272984 2.852565 0.599584 0.141 0.001 0.060 0.982
S -0.617808 2.330852 0.744312 0.037 0.098 0.073 -0.155
C -2.591199 4.182366 0.891092 -0.029 0.153 0.029 -0.263
F -1.626571 5.042197 1.260939 -0.049 -0.110 -0.042 -0.351
C -3.878211 4.681910 0.818353 -0.003 -0.063 -0.001 0.173
F -4.123327 5.968354 1.111282 0.007 -0.087 -0.021 -0.324
F 0.600987 1.279098 3.697445 -0.092 -0.065 0.074 -0.220
C 1.199139 0.368890 4.457710 -0.028 0.109 -0.084 0.689
F 2.524958 0.528750 4.320810 0.133 -0.026 0.017 -0.249
F 0.885105 0.610068 5.735152 0.007 0.046 0.019 -0.256
S 0.731248 -1.355857 4.005278 -0.175 -0.134 -0.106 0.924
O 1.168181 -1.530624 2.640825 0.372 -0.193 0.128 -0.634
O 1.347351 -2.124151 5.045194 -0.101 0.016 0.031 -0.723
N -0.837807 -1.294264 4.087278 -0.172 0.052 -0.089 -0.694
S -1.573195 -1.543465 2.649480 0.266 0.309 -0.143 0.618
O -2.784417 -4.744973 1.298365 -0.077 0.002 0.043 -0.692
O -1.292632 -0.442207 1.654518 0.113 -0.228 0.259 -1.071
C -3.245525 -0.989492 3.264313 -0.022 -0.068 0.194 0.576
F -3.212773 0.027491 4.115465 0.061 0.000 -0.094 -0.228
F -3.840410 -2.030601 3.869630 0.023 -0.069 0.092 -0.243
F -3.995965 -0.645590 2.223409 -0.019 0.044 -0.142 -0.126
C 3.455013 -0.338826 -2.778218 -0.070 -0.085 0.012 -1.752
C 2.804453 1.029261 -2.555547 0.020 0.063 -0.055 2.195
C 3.215591 1.933557 -3.724979 0.004 -0.011 0.038 -1.601
P 0.971685 0.893456 -2.136336 0.019 -0.257 0.222 2.156
C 0.297023 2.461090 -2.857661 -0.006 0.045 0.022 0.494
C 0.771343 3.721759 -2.133466 -0.011 0.012 -0.019 -1.193
C -1.227265 2.426240 -2.935038 -0.016 -0.072 0.009 -1.827
C 0.299564 -0.365187 -3.256464 0.002 0.040 -0.013 -0.823
C 0.583198 -0.458592 -4.617751 0.021 0.027 0.043 -0.348
C 0.067494 -1.459851 -5.421504 -0.068 -0.055 0.074 0.582
C 0.396559 -1.550885 -6.885575 0.009 -0.002 -0.041 -1.787
C -0.763544 -2.396765 -4.802028 0.051 0.024 -0.077 -1.193
C -1.087186 -2.313130 -3.465782 -0.037 0.035 0.012 -0.370
C -0.591967 -1.272193 -2.655379 -0.050 -0.075 -0.041 0.607
N -0.944155 -1.160512 -1.313767 0.317 0.542 0.478 1.096
C -2.067003 -1.935489 -0.901795 0.137 -0.257 0.075 -0.303
C -3.351262 -1.559836 -1.310403 -0.117 -0.047 -0.006 0.650
C -3.577194 -0.482388 -2.334078 0.052 0.004 -0.168 -2.076
C -4.436494 -2.214924 -0.749239 -0.028 -0.072 -0.013 -0.690
C -4.297511 -3.254627 0.160548 0.072 0.043 -0.029 1.145
C -5.486997 -3.910975 0.803585 -0.026 0.010 0.012 -2.224
C -3.005141 -3.676328 0.457704 -0.037 -0.055 -0.013 1.400
C -1.881305 -3.057559 -0.083660 -0.089 -0.009 -0.134 -0.496
C -0.522875 -3.650322 0.155401 0.020 0.044 0.009 -1.107
H 4.536333 -0.258854 -2.645100 0.028 0.004 -0.005 0.486
H 3.269526 -0.678062 -3.798837 -0.017 -0.016 -0.012 0.404
H 3.074929 -1.102767 -2.106604 0.014 0.035 0.008 0.119
H 3.225968 1.466143 -1.642416 -0.016 -0.033 -0.020 -1.046
H 2.814445 1.575750 -4.673006 -0.023 -0.023 -0.020 0.212
H 4.305335 1.906607 -3.816347 0.006 0.004 0.012 0.487
H 2.924117 2.973799 -3.608988 -0.051 0.057 0.033 0.369
H 0.685632 2.468243 -3.881235 -0.017 0.027 -0.024 0.904
H 0.317972 3.776229 -1.144586 -0.025 0.018 -0.024 -0.097
H 0.466967 4.606604 -2.698909 0.004 0.010 -0.021 0.519
H 1.853772 3.764099 -2.008346 0.057 -0.040 -0.011 0.099
H -1.667862 2.282132 -1.946814 0.044 0.030 -0.036 0.011
H -1.573378 1.621403 -3.585113 0.014 0.014 0.009 0.274
H -1.599744 3.372610 -3.333396 -0.012 0.033 -0.021 0.663
H 1.236642 0.279272 -5.069461 0.030 0.015 -0.016 0.051
H 1.025786 -0.716501 -7.195476 0.018 0.021 -0.005 0.344
H -0.504159 -1.532620 -7.502313 -0.025 -0.001 -0.005 0.355
H 0.931406 -2.473382 -7.121189 0.012 -0.024 0.000 0.337
H -1.169088 -3.215690 -5.386823 -0.012 -0.017 -0.023 0.354
H -1.740135 -3.055851 -3.025737 -0.011 0.006 0.000 0.553
H -2.801035 0.280201 -2.286642 -0.100 -0.135 -0.052 -0.075
H -4.543191 -0.002327 -2.176305 -0.017 0.002 -0.014 0.487
H -3.560112 -0.894781 -3.347217 -0.018 -0.043 -0.004 0.413
H -5.435991 -1.891367 -1.021106 -0.033 0.015 0.009 0.339
H -6.408589 -3.428816 0.481863 -0.009 0.011 -0.013 0.379
H -5.449852 -3.834774 1.895069 -0.001 0.011 0.026 0.459
H -5.567675 -4.971857 0.546801 0.014 -0.027 -0.014 0.390
H -3.626129 -5.028176 1.670551 0.051 0.022 -0.033 0.323
H -0.614066 -4.709243 0.389606 0.004 -0.004 -0.014 0.618
H 0.012974 -3.178661 0.979859 0.003 0.045 0.075 -0.006
H 0.096899 -3.522378 -0.729480 0.048 0.015 -0.035 0.173
O 3.564067 -2.565885 0.558856 0.308 0.039 0.126 -0.722
C 2.615845 -1.973210 0.173252 -0.096 -0.293 -0.084 0.766
N 1.679627 -1.413823 -0.297396 -0.259 0.224 0.151 -0.379
O 1.848845 0.751612 1.211254 -0.069 0.277 0.868 0.730
N 2.877686 1.521945 1.027356 0.062 -0.261 -0.313 -0.323
C 2.733693 2.837688 0.758432 0.044 -0.219 -0.001 -0.147
C 3.854768 3.623948 0.574711 -0.014 -0.047 0.019 -0.970
C 5.120437 3.070378 0.663588 -0.021 -0.063 -0.012 -0.375
C 5.238712 1.711577 0.939820 -0.068 0.107 -0.002 -0.875
C 4.109043 0.950855 1.116941 -0.335 0.111 0.022 -0.258
H 1.710898 3.184877 0.706034 0.003 -0.011 0.024 0.517
H 3.708983 4.672425 0.359664 0.020 0.031 -0.001 0.506
H 6.000074 3.681303 0.520517 0.016 0.012 0.001 0.377
H 6.201440 1.228402 1.020737 0.013 0.011 -0.013 0.464
H 4.093991 -0.106615 1.339192 -0.004 -0.018 -0.010 0.393
```
Positions in Å, forces in eV/Å.

Summary:
charge	-1
2S+1	2
energy above the lowest of the compared OMol25 structures with the same formula, charge and spin	24.2	kcal per mole
gap between HOMO and LUMO (spin up / spin down)	5.80 / 5.54	eV
electronic energy	-129675.5371	eV



electronic energy of number 1 (C36H36BrInN8O2S2)? -150806.8388 eV



Look up the energy above the lowest of the compared OMol25 structures with the same formula, charge and spin of the second one. 24.2 kcal per mole



The highest charge belongs to which entry? C36H36BrInN8O2S2